(1)
91
Properties=species:S:1:pos:R:3:forces:R:3:lowdin_spin:R:1 method="wB97M-V/def2-TZVPD" charge=-1 homo_lumo_gap_ha="0.2531 / 0.2253" homo_ev="-4.722 / -3.965" multiplicity=5 total_energy_ev=-128465.3840 s_squared=6.013
C -1.1723 3.6134 -2.4187 0.29 -0.29 0.15 0.000
C -0.6304 3.0361 -3.7102 0.65 0.94 -0.78 0.004
H -0.4975 4.4020 -2.0381 -0.21 -0.37 -0.11 0.000
H -1.2920 2.8207 -1.6626 0.03 0.37 -0.28 0.000
H -2.1488 4.0932 -2.5647 0.05 -0.19 -0.07 0.000
C -0.0046 3.8218 -4.6156 -0.70 -1.00 0.54 0.000
C 0.2326 5.2883 -4.5281 0.23 0.47 -0.26 0.000
H 0.3369 3.3496 -5.5373 -0.22 0.21 0.14 0.000
H 0.6822 5.6083 -3.5744 -0.23 -0.05 -0.25 0.000
H -0.6826 5.8701 -4.7170 0.10 -0.08 0.29 0.000
H 0.9124 5.5625 -5.3437 0.06 0.15 0.26 0.000
Fe -2.0394 -0.4407 -1.9481 0.66 -0.04 0.46 3.621
Cl -3.6419 -1.5960 -2.8628 -1.03 -1.04 -0.55 0.106
C -0.5328 -2.9374 -0.9950 -0.06 1.24 -0.55 0.001
O -0.1789 -1.7793 -1.2855 -0.45 -1.68 0.55 0.023
N 0.1783 -3.8173 -0.2701 0.42 0.11 0.07 0.001
C 1.4523 -3.4315 0.3415 0.13 -0.01 -0.07 0.000
C -0.1417 -5.2379 -0.3821 -0.38 0.15 -0.15 0.000
H -1.5132 -3.3458 -1.3226 0.31 0.22 -0.07 0.000
H 1.2992 -2.7923 1.2270 0.02 -0.21 -0.48 0.000
H 2.1071 -2.9341 -0.3892 -0.24 -0.07 0.19 0.000
H 1.9322 -4.3623 0.6626 0.05 0.33 0.03 0.000
H -1.1924 -5.3980 -0.0857 0.43 -0.15 -0.05 0.000
H 0.5370 -5.7916 0.2783 -0.42 0.07 -0.21 0.000
H -0.0171 -5.5910 -1.4236 0.02 0.02 0.47 0.000
H -0.2851 -4.2125 6.2800 0.14 0.08 -0.15 0.000
H -2.2739 -2.5506 6.1409 0.27 0.17 -0.16 0.000
C 0.3797 -3.3797 6.0114 -0.13 0.06 0.09 0.000
C -1.5051 -1.7889 5.9304 0.07 0.12 -0.07 0.000
N -0.3422 -2.3651 5.2703 -0.09 -0.13 0.22 0.000
H 1.2155 -3.7328 5.4088 -0.13 -0.01 0.03 0.000
C 0.0223 -2.0369 4.0069 0.28 -0.14 -0.63 0.000
O 0.9260 -2.5817 3.3698 -0.66 0.40 0.81 0.000
H -1.9506 -1.0160 5.2913 0.10 -0.20 0.13 0.000
H -0.5763 -1.2067 3.5838 0.15 -0.21 0.02 0.000
H 0.7559 -2.9475 6.9461 0.03 -0.05 -0.07 0.000
H -1.2098 -1.3405 6.8923 -0.05 -0.04 -0.24 0.000
H 0.2860 3.7354 5.5197 0.26 0.10 -0.01 0.000
H 0.2431 3.5388 1.9366 0.24 0.03 0.05 0.000
C 1.2179 3.3943 5.0439 -0.33 -0.28 0.10 0.000
C 1.1592 3.5289 2.5407 -0.17 -0.08 -0.27 0.000
N 0.9347 2.7704 3.7613 0.03 -0.18 0.02 0.000
H 1.6936 2.6673 5.7151 0.03 0.30 -0.08 0.000
C 0.3153 1.5638 3.7147 -0.38 -0.54 -1.37 0.000
O -0.0954 1.0092 2.6882 0.79 0.85 1.72 0.000
H 1.9640 3.0828 1.9352 -0.26 0.16 0.17 0.000
H 0.2294 1.1074 4.7269 -0.09 0.03 -0.26 0.000
H 1.8714 4.2565 4.8831 -0.05 -0.29 0.17 0.000
H 1.4315 4.5493 2.8312 -0.07 -0.21 -0.25 0.000
O -1.5624 0.8775 -3.0541 1.58 1.45 -1.35 0.141
C -0.9460 1.5866 -4.0986 -1.25 -0.54 0.83 0.023
C 1.4573 1.3052 -5.0613 -0.27 0.05 -0.34 0.001
C 0.1716 0.7965 -4.8319 -0.08 -0.01 0.04 0.003
H 1.7725 2.1885 -4.5168 -0.03 -0.12 -0.12 0.000
C 2.2955 0.7654 -6.0378 -0.48 -0.64 -0.02 0.000
H -1.7659 1.7249 -4.8449 0.55 -0.22 -0.10 0.003
C -0.1635 -0.4450 -5.4024 0.10 0.27 -0.35 -0.001
H 3.2516 1.2414 -6.2488 -0.12 -0.16 0.02 0.000
C 1.8799 -0.3776 -6.7399 -0.05 -0.13 0.39 0.000
C 0.6748 -1.0108 -6.3748 0.21 -0.01 0.14 0.000
H -1.1098 -0.9298 -5.1175 0.41 0.32 -0.21 -0.001
H 2.5186 -0.8182 -7.5155 -0.30 0.22 0.29 0.000
H 0.3870 -1.9595 -6.8582 0.16 0.57 0.27 0.000
Si 3.1718 1.0098 -1.4505 -1.79 -1.90 -0.77 0.000
Cl 1.9638 2.6107 -1.6900 -0.90 1.54 -0.11 0.000
C 4.6424 1.5843 -2.5029 0.74 -0.10 0.43 0.000
C 2.4222 -0.4244 -2.4307 0.80 0.36 -0.25 0.000
C 2.5410 0.4388 0.2766 0.89 0.11 0.60 0.000
H 4.8578 0.8091 -3.2589 -0.12 0.25 0.37 0.000
H 5.5621 1.7708 -1.9421 0.07 0.12 -0.15 0.000
H 4.3473 2.5162 -3.0264 0.10 -0.57 0.42 0.000
H 3.1657 0.7238 1.1281 0.00 -0.06 0.11 0.000
H 2.3909 -0.6526 0.3197 0.28 0.40 -0.19 0.000
H 1.5459 0.8799 0.4730 0.44 -0.04 -0.44 0.000
H 2.6300 -0.3493 -3.5040 -0.04 -0.16 0.20 0.000
H 1.3501 -0.4259 -2.2841 -0.21 -0.09 0.07 0.000
H 2.8223 -1.3721 -2.0440 -0.07 0.09 -0.12 0.000
Cl -5.0409 -3.2111 5.4397 -0.33 -0.49 0.52 0.000
C -4.4807 -2.3313 4.0830 0.50 1.19 -1.46 0.000
C -4.9416 -1.0228 3.8604 0.30 -0.26 -0.23 0.000
C -4.3888 -0.2622 2.8163 -0.13 -0.31 0.29 0.001
C -3.3954 -0.7841 1.9760 -0.27 -0.23 0.86 0.002
C -2.9992 -2.1175 2.1717 -0.35 0.04 0.08 0.000
C -3.5417 -2.8907 3.2039 -0.26 0.30 0.27 0.000
C -2.7854 0.1037 0.9174 0.87 -0.09 -1.90 0.010
O -2.8732 1.3268 0.9782 -0.30 -0.60 0.37 0.009
O -2.1948 -0.5649 -0.0428 -0.80 0.39 2.35 0.052
H -5.7394 -0.6187 4.4864 0.33 -0.07 -0.12 0.000
H -4.7452 0.7565 2.6471 0.24 -0.31 0.01 0.000
H -2.2749 -2.5701 1.4987 -0.07 0.22 0.07 0.000
H -3.2645 -3.9338 3.3395 0.13 0.21 -0.03 0.000

(2)
81
Properties=species:S:1:pos:R:3:forces:R:3:lowdin_charge:R:1 method="wB97M-V/def2-TZVPD" charge=+1 homo_lumo_gap_ha="0.1744 / 0.1583" homo_ev="-7.729 / -7.709" total_energy_ev=-63816.1606
La -1.6699 -1.8931 -0.6863 8.08 3.22 5.25 1.781
C -0.1874 2.0874 -0.5369 0.58 -0.92 0.41 -0.271
C -1.0217 1.6706 0.5382 0.54 -1.01 -0.53 -0.295
C 1.1669 1.3134 1.1470 -1.09 0.15 -0.73 -0.252
C 1.1599 1.8351 -0.1726 -1.08 -0.03 0.88 -0.265
C -0.1819 1.1871 1.5753 0.55 -0.14 -0.91 -0.276
C -0.6103 2.6931 -1.8164 -0.03 0.45 -0.57 -0.094
H -1.7043 2.6760 -1.9232 0.20 0.11 -0.07 0.049
H -0.1572 2.1569 -2.6693 -0.18 0.23 -0.01 0.064
H -0.2843 3.7469 -1.8985 -0.20 -0.30 -0.10 0.088
C 2.3375 2.0503 -1.0382 0.36 0.09 -0.36 -0.070
H 2.1560 2.8547 -1.7619 0.16 -0.10 0.09 0.073
H 2.5750 1.1407 -1.6120 0.15 0.21 -0.11 0.059
H 3.2263 2.3117 -0.4507 -0.07 -0.01 -0.18 0.074
C 2.3632 0.9381 1.9316 0.47 -0.22 0.35 -0.066
H 3.2333 1.5433 1.6369 -0.14 -0.18 0.14 0.073
H 2.6286 -0.1221 1.7791 0.09 0.21 0.22 0.063
H 2.1984 1.0934 3.0084 0.14 -0.08 -0.27 0.078
C -0.6309 0.6963 2.8951 -0.06 -0.07 0.73 -0.079
H -0.7146 1.5107 3.6359 -0.04 -0.27 -0.06 0.087
H 0.0814 -0.0399 3.2919 -0.23 0.10 0.06 0.071
H -1.6171 0.2124 2.8326 0.12 0.05 0.13 0.043
C -2.4945 1.8102 0.6187 -0.54 0.41 0.26 -0.095
H -2.7888 2.7501 1.1180 -0.16 -0.25 -0.12 0.090
H -2.9440 0.9915 1.1988 -0.11 0.11 0.02 0.049
H -2.9615 1.8187 -0.3745 -0.08 0.06 0.06 0.041
C -2.6059 -3.3704 -3.0114 -0.50 -1.50 -2.42 -0.423
C -3.8309 -2.5564 -3.5270 -1.05 -0.34 -1.53 -0.307
C -5.2226 -2.6195 -2.8342 -0.64 0.20 -0.52 -0.156
C -5.2683 -2.8622 -1.3130 0.49 1.21 0.24 -0.137
C -4.0249 -2.1671 -0.6044 -4.37 -1.56 -0.18 -0.325
C -3.2214 -3.1905 0.2358 -2.60 0.02 0.06 -0.604
C -2.6701 -4.4092 -0.4823 -0.86 -0.80 -0.24 -0.305
C -2.8482 -4.5342 -2.0247 0.32 -0.51 0.41 -0.140
H -5.8208 -3.4197 -3.3049 0.48 0.18 -0.02 0.124
H -5.3151 -3.9417 -1.0750 0.20 0.73 -0.10 0.117
H -5.7733 -1.7159 -3.1353 0.13 -0.04 0.37 0.120
H -3.8492 -4.9365 -2.2509 0.35 0.25 0.09 0.124
H -2.3270 -3.9283 -3.9249 -0.10 -0.23 0.39 0.139
H -4.0262 -2.8229 -4.5882 -0.25 -0.68 0.58 0.121
H -2.1598 -5.3457 -2.3117 -0.19 0.31 0.00 0.129
H -1.5991 -4.5801 -0.2017 -0.15 0.23 -0.24 0.086
H -3.7788 -3.4285 1.1585 -0.01 0.36 -0.83 0.079
H -3.1757 -5.3063 -0.0724 0.46 0.37 -0.11 0.127
H -6.1650 -2.3977 -0.8631 0.22 -0.36 -0.49 0.125
H -4.4058 -1.3596 0.0550 0.30 -0.33 -0.08 0.135
P -2.6812 -1.1778 -3.9879 1.91 -1.39 3.51 0.919
C -1.8336 -1.1660 -5.5353 -0.25 0.38 -1.32 -0.156
C -2.9395 0.4823 -3.4330 -0.33 1.03 -0.14 -0.179
P -1.7974 -3.3950 2.3811 2.02 0.33 0.31 0.814
C -1.6076 -2.2350 -2.9441 -0.12 1.19 -2.60 -0.514
C -2.9928 -2.6811 3.5447 -0.30 0.21 -0.19 -0.360
C -1.9458 -5.1815 2.7343 0.29 -0.21 -0.21 -0.352
H -0.7968 -1.4418 -5.2753 -0.50 0.22 -0.36 0.075
H -1.8770 -0.1496 -5.9661 0.07 -0.58 -0.11 0.077
H -2.2652 -1.9077 -6.2243 0.30 0.30 0.04 0.079
H -3.2278 0.5713 -2.3738 0.05 -0.20 -0.30 0.047
H -3.7595 0.9076 -4.0401 0.34 0.09 0.23 0.084
H -2.0219 1.0871 -3.5724 -0.40 -0.28 -0.01 0.063
H -2.7282 -5.6558 2.1123 0.23 0.01 0.44 0.031
H -2.1492 -5.3293 3.8064 -0.02 -0.10 -0.42 0.045
H -0.9654 -5.6292 2.4834 -0.57 0.00 0.14 0.036
H -0.5826 -2.4252 -3.3130 -0.39 0.08 0.21 0.081
H -3.5426 -1.5790 -1.4586 -1.40 -0.65 0.38 0.017
H -2.4178 -2.4581 4.4633 -0.63 -0.03 -0.29 0.049
H -3.8061 -3.4029 3.7173 0.19 0.38 0.25 0.044
H -3.4078 -1.7514 3.1136 0.16 -0.27 0.44 0.028
Cl 2.9021 -5.0869 -1.3243 -0.34 -0.81 -0.09 0.709
C 3.8371 -3.7097 -0.9678 0.02 1.74 0.49 -0.634
C 5.2244 -3.7502 -1.0504 0.02 0.09 0.13 -0.099
C 5.9870 -2.5997 -0.7971 -0.53 -0.06 0.05 -0.060
C 5.3410 -1.3904 -0.5225 0.03 -0.02 -0.03 -0.067
C 3.9594 -1.3211 -0.5048 -0.60 -0.25 -0.20 -0.029
C 3.1327 -2.4816 -0.6729 2.06 -0.05 -0.41 -0.319
C 1.7363 -2.3472 -0.5883 -1.20 -0.06 0.11 0.005
H 5.7192 -4.6845 -1.3135 -0.18 0.20 0.09 0.109
H 7.0728 -2.6421 -0.8190 -0.22 -0.07 -0.05 0.111
H 5.9201 -0.4884 -0.3225 -0.13 -0.26 -0.11 0.115
H 3.4505 -0.3646 -0.3402 0.28 -0.42 0.04 0.084
H 1.1446 -3.1315 -0.0615 0.29 0.58 -0.72 0.042
H 1.3086 -1.3822 -0.9344 0.17 -0.48 0.75 0.054

Calculated ΔE to the lowest compared entry with this formula, charge and spin in order - 10.0, 136.0 kcal per mole
Calculated strongest force on any atom in order - 2.7, 10.2 eV/A